{
  "formula": "C69H71N5O2PRuS3Si",
  "method": "ωB97M-V/def2-TZVPD",
  "symbols": ["Ru", "C", "C", "C", "C", "C", "C", "C", "C", "C", "C", "C", "C", "N", "C", "C", "N", "C", "C", "C", "C", "C", "C", "C", "C", "C", "C", "C", "C", "C", "C", "C", "C", "C", "C", "C", "C", "C", "C", "H", "H", "H", "H", "H", "H", "H", "H", "H", "H", "H", "H", "H", "H", "H", "H", "H", "H", "H", "H", "H", "H", "H", "H", "H", "H", "H", "H", "H", "H", "H", "H", "H", "H", "H", "H", "H", "H", "H", "H", "C", "Si", "C", "C", "C", "C", "C", "C", "N", "C", "S", "H", "H", "H", "H", "H", "H", "H", "H", "H", "H", "H", "H", "N", "P", "C", "C", "C", "C", "C", "C", "C", "C", "C", "C", "C", "C", "C", "C", "C", "C", "C", "C", "H", "H", "H", "H", "H", "H", "H", "H", "H", "H", "H", "H", "H", "H", "H", "O", "S", "O", "N", "C", "S", "C", "C", "C", "C", "C", "C", "H", "H", "H", "H"],
  "positions_angstrom": [[-0.2444, 0.2986, 0.5628], [-4.1051, 1.8929, -2.8890], [-3.9552, 0.7595, -1.8642], [-2.6387, 0.0289, -2.0749], [-4.1298, 1.2925, -0.4579], [-5.4450, 1.3524, -0.0155], [-5.7742, 1.8219, 1.2366], [-4.7635, 2.2264, 2.0854], [-3.4376, 2.1806, 1.6889], [-2.3645, 2.5973, 2.6634], [-2.5000, 4.0669, 3.0621], [-2.4107, 1.6704, 3.8781], [-3.0977, 1.7207, 0.4007], [-1.7478, 1.6948, 0.0224], [-1.1924, 2.7240, -0.6085], [0.1423, 2.6472, -1.1195], [0.9349, 1.5961, -0.8717], [2.0987, 1.4436, -1.6612], [1.9618, 1.0014, -2.9946], [3.0845, 0.8013, -3.7814], [4.3521, 1.0446, -3.2980], [4.4870, 1.5168, -2.0092], [3.3904, 1.7335, -1.1852], [3.6825, 2.3051, 0.1838], [2.9632, 3.6278, 0.4441], [3.3415, 1.2765, 1.2488], [0.6066, 0.7559, -3.6077], [0.3379, 1.7346, -4.7531], [0.4588, -0.6970, -4.0519], [0.4121, 3.8929, -1.8314], [1.4670, 4.4267, -2.5377], [1.3618, 5.7473, -3.0143], [0.2533, 6.5334, -2.8146], [-0.8629, 6.0139, -2.1157], [-2.0814, 6.6714, -1.8139], [-3.0662, 6.0104, -1.1228], [-2.9326, 4.6827, -0.6778], [-1.7510, 4.0224, -0.9359], [-0.7405, 4.7060, -1.6586], [-4.0093, 1.5001, -3.9006], [-3.3341, 2.6451, -2.7356], [-5.0766, 2.3762, -2.7963], [-4.7739, 0.0451, -2.0320], [-1.8609, 0.7531, -2.2871], [-2.7038, -0.6614, -2.9145], [-2.3600, -0.5206, -1.1712], [-6.2304, 1.0190, -0.6784], [-6.8060, 1.8571, 1.5522], [-5.0159, 2.5869, 3.0721], [-1.3976, 2.4580, 2.1661], [-3.4188, 4.2447, 3.6182], [-2.5010, 4.6963, 2.1749], [-1.6674, 4.3700, 3.6942], [-3.3763, 1.7205, 4.3781], [-1.6335, 1.9238, 4.5971], [-2.2538, 0.6501, 3.5359], [2.9683, 0.4473, -4.7924], [5.2149, 0.8798, -3.9248], [5.4733, 1.7312, -1.6195], [4.7611, 2.5025, 0.2292], [1.8897, 3.4819, 0.5226], [3.1660, 4.3320, -0.3600], [3.3160, 4.0629, 1.3770], [2.3226, 0.9307, 1.0716], [3.4240, 1.6936, 2.2514], [4.0029, 0.4185, 1.1761], [-0.1487, 0.9394, -2.8428], [1.0426, 1.5956, -5.5685], [0.4199, 2.7611, -4.4007], [-0.6687, 1.5902, -5.1408], [1.1915, -0.9591, -4.8095], [-0.5393, -0.8696, -4.4540], [0.6146, -1.3502, -3.1973], [2.3652, 3.8602, -2.7349], [2.2042, 6.1540, -3.5590], [0.2309, 7.5468, -3.1898], [-2.2278, 7.6977, -2.1243], [-3.9888, 6.5286, -0.8954], [-3.7447, 4.2122, -0.1428], [1.7063, -2.0246, 6.8316], [2.4046, -1.9492, 5.0469], [1.8414, -3.5148, 4.1432], [4.3124, -1.9213, 5.1864], [1.8019, -0.2903, 4.3562], [1.9802, 0.8426, 5.1304], [1.5373, 2.0886, 4.7006], [0.8484, 2.1478, 3.5056], [0.6563, 1.0885, 2.7385], [1.1797, -0.1019, 3.1036], [1.1413, -1.2937, 1.8616], [2.1431, -2.8542, 7.3782], [0.6279, -2.1573, 6.8290], [1.9270, -1.1195, 7.3887], [2.1673, -4.4097, 4.6657], [2.2380, -3.5430, 3.1353], [0.7594, -3.5447, 4.0720], [4.6643, -2.7947, 5.7275], [4.6643, -1.0449, 5.7225], [4.7850, -1.9249, 4.2092], [2.4975, 0.7665, 6.0766], [1.7106, 2.9809, 5.2860], [0.4633, 3.0923, 3.1412], [-1.7561, -0.6793, 1.2919], [-1.9183, -2.2166, 1.1505], [-3.6240, -2.6087, 0.6017], [-4.6001, -1.7697, 1.1249], [-5.9370, -2.0303, 0.8964], [-6.3034, -3.1315, 0.1396], [-5.3328, -3.9558, -0.4054], [-3.9919, -3.6990, -0.1732], [-1.9761, -3.0744, 2.7656], [-2.4009, -4.3939, 2.8634], [-2.5470, -4.9761, 4.1077], [-2.2868, -4.2380, 5.2530], [-1.8517, -2.9269, 5.1540], [-1.6952, -2.3440, 3.9092], [-0.8292, -3.2623, 0.1038], [0.1007, -4.1266, 0.6685], [0.9620, -4.8451, -0.1387], [0.9016, -4.7141, -1.5146], [-0.0367, -3.8704, -2.0830], [-0.8907, -3.1366, -1.2803], [-4.2783, -0.9136, 1.7025], [-6.6943, -1.3833, 1.3139], [-7.3499, -3.3449, -0.0277], [-5.6250, -4.8076, -1.0042], [-3.2319, -4.3463, -0.5893], [-2.6072, -4.9600, 1.9639], [-2.8662, -6.0069, 4.1879], [-2.4259, -4.6907, 6.2239], [-1.6315, -2.3580, 6.0455], [-1.3411, -1.3274, 3.7986], [0.1565, -4.2246, 1.7424], [1.6952, -5.5005, 0.3094], [1.5992, -5.2473, -2.1422], [-0.0855, -3.7739, -3.1563], [-1.6110, -2.4662, -1.7263], [5.5889, -3.9556, -4.2505], [5.2334, -2.5747, -4.0170], [5.3564, -1.7050, -5.1587], [3.7488, -2.4594, -3.3145], [3.8558, -2.0868, -2.0731], [2.5683, -1.9026, -1.0165], [5.2284, -1.8203, -1.5858], [5.6354, -1.4495, -0.3131], [6.9852, -1.2210, -0.0915], [7.9106, -1.3623, -1.1161], [7.5052, -1.7563, -2.3857], [6.1659, -1.9778, -2.5938], [4.9032, -1.3472, 0.4740], [7.3368, -0.9242, 0.8868], [8.9565, -1.1667, -0.9241], [8.2181, -1.8773, -3.1872]],
  "atomic_forces_ev_per_a": [[-0.689, -1.088, 1.080], [-0.094, -0.229, 0.108], [0.177, 0.062, -0.163], [-0.101, -0.126, 0.063], [0.106, -0.091, -0.032], [-0.050, 0.168, 0.080], [-0.048, 0.004, 0.025], [-0.079, 0.064, -0.011], [0.318, -0.104, -0.239], [0.094, -0.024, 0.097], [0.094, -0.150, -0.128], [0.164, -0.003, -0.140], [-1.008, 0.071, 0.348], [1.098, 0.347, -0.504], [-0.212, -0.583, 0.096], [0.198, -0.577, 0.355], [-1.121, 0.118, 0.689], [0.862, -0.101, -0.720], [-0.189, 0.123, 0.388], [0.045, 0.100, 0.005], [-0.039, 0.092, -0.045], [0.012, 0.044, -0.022], [-0.012, 0.165, 0.119], [-0.114, -0.031, 0.231], [0.211, -0.079, -0.022], [0.015, 0.008, -0.193], [-0.184, -0.051, -0.060], [-0.066, -0.039, 0.229], [-0.094, 0.128, 0.166], [0.104, 0.725, -0.365], [-0.207, -0.471, 0.286], [-0.037, 0.396, -0.154], [0.129, -0.024, -0.053], [0.038, -0.297, 0.080], [-0.077, 0.037, 0.019], [-0.068, 0.451, -0.138], [0.386, -0.531, 0.025], [-0.286, 0.752, -0.137], [-0.008, -0.020, 0.015], [0.024, -0.015, -0.108], [0.093, 0.085, -0.013], [-0.077, 0.082, -0.006], [0.106, 0.110, 0.112], [0.118, -0.082, -0.031], [-0.018, -0.046, -0.112], [-0.028, 0.009, -0.221], [-0.069, -0.084, -0.125], [-0.128, 0.016, 0.055], [0.030, 0.037, 0.131], [-0.238, 0.056, 0.163], [-0.133, 0.028, 0.039], [-0.022, 0.157, -0.051], [0.108, 0.032, 0.105], [-0.098, 0.055, 0.079], [0.072, 0.023, 0.098], [0.003, -0.132, 0.050], [-0.032, -0.129, -0.167], [0.097, -0.098, -0.052], [0.084, 0.008, 0.048], [-0.103, 0.011, -0.088], [-0.097, 0.042, 0.032], [-0.056, 0.143, -0.026], [0.040, 0.068, 0.160], [0.351, 0.012, 0.199], [-0.071, 0.075, 0.172], [-0.029, -0.145, -0.032], [0.201, -0.043, -0.147], [0.116, -0.045, -0.136], [0.004, 0.105, -0.060], [-0.153, -0.035, -0.102], [0.115, -0.075, -0.120], [-0.135, -0.018, -0.098], [0.096, -0.165, 0.058], [0.060, -0.068, 0.009], [0.004, 0.041, -0.023], [-0.004, 0.092, -0.054], [-0.028, 0.045, -0.026], [-0.032, 0.050, -0.032], [-0.041, -0.027, 0.028], [0.281, 0.049, -0.634], [0.237, -0.329, 0.547], [0.184, 0.552, 0.156], [-0.723, 0.004, -0.099], [-0.008, -0.394, -0.050], [-0.012, 0.058, -0.081], [-0.012, 0.103, 0.059], [0.175, 0.265, 0.267], [-0.150, -0.281, -0.250], [-0.021, 0.129, 0.010], [-0.088, 0.324, -0.550], [0.104, -0.235, 0.086], [-0.161, -0.015, -0.069], [0.050, 0.204, 0.092], [0.139, -0.095, 0.250], [0.106, -0.022, -0.207], [-0.233, 0.018, -0.020], [0.017, -0.221, 0.101], [-0.003, 0.216, 0.091], [0.034, 0.018, -0.227], [0.038, 0.000, 0.175], [-0.030, 0.020, -0.018], [-0.097, 0.036, -0.048], [1.134, 1.331, -0.579], [-0.304, -1.922, -0.099], [0.358, 0.282, 0.004], [0.050, 0.078, -0.013], [-0.096, 0.003, 0.059], [-0.097, -0.009, -0.049], [-0.102, -0.116, -0.047], [0.168, -0.048, 0.002], [0.106, 0.304, -0.246], [0.092, 0.023, -0.035], [-0.038, -0.156, 0.028], [0.022, -0.011, 0.088], [-0.038, -0.025, 0.162], [0.088, 0.066, -0.158], [-0.271, 0.555, 0.263], [-0.070, -0.021, 0.151], [0.019, -0.189, 0.002], [-0.098, -0.051, 0.010], [-0.088, -0.098, -0.101], [-0.101, -0.069, -0.029], [-0.104, 0.139, 0.066], [-0.052, 0.092, 0.029], [-0.069, -0.016, -0.042], [0.011, -0.042, -0.045], [0.029, -0.051, -0.040], [-0.044, -0.047, 0.001], [-0.034, -0.022, 0.007], [0.030, -0.040, 0.097], [-0.014, 0.054, 0.088], [-0.020, 0.059, 0.044], [0.070, -0.005, 0.075], [0.067, -0.005, 0.042], [0.061, -0.032, -0.069], [0.024, 0.095, -0.116], [-0.032, 0.060, -0.100], [-0.005, 0.068, 0.107], [-0.028, -0.335, 0.224], [-0.008, 0.346, 0.075], [0.757, -0.265, -1.242], [-0.987, 0.109, 1.003], [0.026, 0.183, 0.155], [0.802, 0.102, -0.020], [0.000, -0.044, -0.092], [-0.007, 0.027, 0.043], [0.067, -0.018, -0.175], [0.262, 0.047, -0.164], [-0.779, -0.153, -0.063], [-0.096, -0.030, -0.008], [-0.055, 0.021, 0.112], [0.069, -0.008, 0.001], [0.100, -0.029, -0.073]],
  "total_energy_ha": -5016.64560,
  "multiplicity": 5,
  "charge": -1,
  "lumo_energy_ha": [0.056, 0.045],
  "e_homo_ev": [-4.3, -4.5],
  "s2": 6.034
}